(1)
{"formula": "C17H24Cl2N3NiOSbSe4", "method": "ωB97M-V/def2-TZVPD", "total_charge": -2, "gap_ev": [4.72, 4.73], "lumo_ev": [3.803, 3.803], "fmax_ev_per_a": 1.10, "homo_energy_ha": [-0.0337, -0.0341], "energy_ha": -13176.4057, "symbols": ["Ni", "Se", "Sb", "Se", "Se", "Se", "Cl", "C", "H", "H", "C", "C", "C", "C", "C", "O", "C", "C", "C", "C", "C", "C", "Cl", "C", "C", "C", "N", "C", "N", "C", "N", "H", "H", "H", "H", "H", "H", "H", "H", "H", "H", "H", "H", "H", "H", "H", "H", "H", "H", "H", "H", "H", "H"], "xyz": [[3.90418, 0.58993, -0.45702], [0.64260, 1.85867, 5.64800], [2.03066, 2.61977, 3.80955], [3.28320, 0.89186, 1.67163], [4.65383, -1.37376, 0.28439], [3.55114, 4.31516, 4.57217], [6.24903, -1.47557, -2.49845], [4.71036, -0.90162, -1.69779], [3.90783, -1.40871, -2.21587], [4.72600, 0.19963, -1.99691], [0.49965, -0.62870, -0.21960], [-0.40503, -0.93684, -1.41442], [-1.15061, -2.24268, -1.10188], [0.48344, -1.18143, -2.64265], [-1.44401, 0.17881, -1.72686], [-2.19606, -0.20043, -2.91347], [-2.53666, 0.41796, -0.66071], [-2.21724, 0.90025, 0.76621], [-2.12146, -0.17037, 1.83636], [-1.23717, -0.02350, 2.90261], [-1.15387, -0.97791, 3.90700], [-1.97204, -2.08989, 3.84568], [-1.87468, -3.31633, 5.09112], [-2.89219, -2.24821, 2.82384], [-2.96295, -1.28097, 1.83310], [-0.87065, 1.52708, -2.24668], [0.35070, 2.07678, -1.70998], [1.56302, 2.11882, -2.27903], [2.41919, 2.75104, -1.51023], [1.65630, 3.08985, -0.43285], [0.39526, 2.72792, -0.52381], [1.20560, -1.45038, -0.08184], [-0.05254, -0.53003, 0.71146], [1.10849, 0.26119, -0.33169], [-0.41908, -3.04684, -1.00408], [-1.84632, -2.53295, -1.89571], [-1.68982, -2.18220, -0.15549], [1.08881, -2.07279, -2.46598], [1.18318, -0.36113, -2.80070], [-0.10555, -1.33078, -3.54863], [-2.88704, -0.80641, -2.63018], [-3.14204, -0.49206, -0.60485], [-3.18718, 1.16220, -1.12851], [-3.04630, 1.55296, 1.06127], [-1.32739, 1.52948, 0.77837], [-0.62434, 0.86482, 3.02053], [-0.46960, -0.81637, 4.72950], [-3.54321, -3.11245, 2.80768], [-3.69684, -1.40887, 1.04552], [-1.64583, 2.28367, -2.12220], [-0.70956, 1.39846, -3.31596], [1.76677, 1.69408, -3.24906], [2.04802, 3.58980, 0.43709]], "forces_ev_per_angstrom": [[0.19, 0.01, 1.01], [0.01, -0.08, 0.09], [-0.16, 0.37, 0.11], [0.17, -0.38, -0.73], [-0.21, 0.61, -0.90], [0.05, 0.10, 0.09], [-0.01, 0.12, -0.09], [0.12, -0.53, 0.46], [0.04, -0.03, -0.13], [-0.20, -0.06, 0.15], [-0.07, -0.08, 0.02], [-0.01, -0.02, -0.03], [0.00, -0.02, -0.01], [0.00, 0.00, 0.01], [-0.04, 0.06, -0.01], [-0.04, 0.00, 0.02], [0.03, 0.10, 0.05], [-0.11, -0.04, 0.00], [-0.04, 0.04, 0.05], [-0.15, 0.03, 0.15], [-0.04, -0.01, 0.03], [-0.01, 0.00, -0.03], [-0.01, 0.01, 0.00], [0.02, 0.00, 0.03], [0.00, 0.00, 0.01], [0.04, 0.01, 0.00], [-0.04, 0.06, -0.03], [-0.03, 0.02, -0.01], [0.08, -0.08, 0.05], [-0.09, 0.02, 0.00], [0.03, -0.04, 0.02], [0.02, -0.01, 0.00], [0.05, -0.02, -0.05], [0.03, 0.03, -0.01], [0.00, 0.00, 0.01], [0.01, -0.01, -0.01], [0.03, -0.01, -0.07], [0.00, 0.00, 0.00], [-0.03, -0.02, -0.01], [0.00, -0.01, 0.00], [0.02, -0.03, -0.01], [0.06, -0.01, -0.02], [-0.03, 0.00, 0.02], [0.05, 0.05, -0.01], [0.06, -0.05, 0.00], [0.09, -0.07, -0.18], [0.05, 0.02, -0.01], [0.00, 0.00, -0.01], [0.00, -0.01, 0.02], [-0.01, 0.01, -0.05], [0.05, -0.03, 0.00], [0.02, -0.01, 0.01], [0.01, 0.01, -0.01]]}


(2)
{"formula": "C17H24Cl6F9NO7", "method": "ωB97M-V/def2-TZVPD", "total_charge": 0, "gap_ev": 9.43, "lumo_ev": -0.084, "fmax_ev_per_a": 5.51, "homo_energy_ha": -0.3496, "energy_ha": -4903.4949, "symbols": ["C", "O", "N", "C", "C", "H", "H", "H", "H", "H", "H", "H", "C", "C", "O", "C", "O", "C", "F", "F", "F", "H", "H", "H", "H", "H", "C", "C", "O", "C", "O", "C", "F", "F", "F", "H", "H", "H", "H", "H", "C", "C", "O", "C", "O", "C", "F", "F", "F", "H", "H", "H", "H", "H", "C", "Cl", "Cl", "Cl", "H", "C", "Cl", "Cl", "Cl", "H"], "xyz": [[-0.87104, -8.87294, 20.28518], [-1.42397, -9.66287, 21.04659], [0.45928, -9.06462, 19.98487], [1.13932, -8.03526, 19.17508], [1.26327, -10.26353, 20.37687], [-1.35004, -7.99032, 19.83380], [2.07252, -7.67635, 19.60915], [0.47145, -7.18229, 19.05470], [1.33774, -8.35147, 18.15100], [1.63094, -10.94704, 19.61154], [2.19771, -10.00199, 20.87337], [0.66115, -10.83270, 21.08511], [-2.42669, -4.38558, 13.85032], [-3.43784, -5.54516, 13.71395], [-4.80880, -5.21225, 13.39681], [-5.08123, -4.79735, 12.08271], [-4.23491, -4.88175, 11.17383], [-6.56876, -4.30536, 11.80008], [-6.51577, -3.19764, 10.97569], [-7.30677, -5.19809, 11.14608], [-7.16288, -4.03358, 12.97662], [-1.46192, -4.86810, 14.00680], [-2.61463, -3.84859, 14.78007], [-2.34726, -3.73379, 12.98029], [-3.42982, -6.08879, 14.65868], [-3.18507, -6.34722, 13.02046], [-2.00891, -14.84583, 18.01655], [-1.67693, -15.45039, 19.33584], [-1.01527, -16.64017, 19.09226], [-0.96504, -17.64236, 19.99118], [-1.48766, -17.66928, 21.11809], [-0.41156, -18.90830, 19.41882], [0.79912, -19.16987, 19.92030], [-1.22604, -19.89220, 19.66923], [-0.38658, -18.78800, 18.11275], [-2.51103, -13.88417, 18.12235], [-2.70803, -15.43733, 17.42540], [-1.13463, -14.78586, 17.36838], [-2.61068, -15.59947, 19.87804], [-0.99751, -14.89087, 19.97883], [4.94269, -16.93372, 10.25000], [6.41511, -16.60966, 9.95026], [7.21173, -17.70830, 10.33420], [7.25347, -18.84298, 9.60162], [6.68689, -18.98263, 8.50913], [8.11561, -20.03145, 10.13522], [7.69104, -21.18936, 9.59389], [9.29284, -19.75357, 9.82277], [8.13837, -20.12065, 11.41716], [4.30008, -16.08282, 10.02391], [5.02983, -17.29960, 11.27306], [4.68561, -17.69698, 9.51553], [6.72289, -15.69846, 10.46317], [6.54368, -16.36734, 8.89534], [2.82874, -10.78295, 12.89060], [1.69943, -9.49170, 13.33584], [2.47606, -12.32728, 13.77239], [4.44712, -10.29129, 13.37356], [2.87047, -10.97497, 11.81846], [4.40229, -8.60678, 6.73968], [5.88224, -8.63216, 5.70301], [4.68215, -7.77120, 8.29863], [3.96841, -10.31086, 7.20178], [3.56653, -8.14708, 6.21215]], "forces_ev_per_angstrom": [[1.13, -2.49, 1.66], [-0.44, 1.07, -0.92], [1.21, 0.68, -1.31], [-0.60, -0.24, -0.14], [-0.74, 0.52, 0.79], [0.19, -0.07, 0.05], [-0.06, -0.18, 0.24], [0.00, 0.07, 0.25], [0.18, -0.39, -0.01], [-0.73, 0.32, -0.79], [-0.18, 0.63, 0.27], [0.02, 0.05, -0.10], [-0.47, -0.89, -0.05], [0.47, -0.56, -0.38], [-1.34, 1.69, -1.78], [3.47, -1.57, -0.97], [-3.01, 0.60, 2.76], [0.71, 0.70, 0.02], [-0.02, -1.20, 1.58], [0.40, -0.12, 0.33], [0.16, 0.28, -0.99], [0.14, -0.01, -0.16], [-0.22, 0.30, -0.26], [-0.19, -0.04, 0.14], [-0.69, 0.35, 0.22], [0.58, 0.48, -0.46], [-0.05, 0.41, -1.10], [-0.85, 0.99, 1.17], [1.15, -3.10, 0.15], [-2.99, 1.71, 3.11], [1.67, 0.63, -2.98], [0.37, 0.58, -0.26], [0.10, -0.17, -0.24], [-0.63, -1.35, 0.82], [0.99, -0.21, -1.50], [0.37, 0.16, 0.12], [-0.13, -0.42, 0.37], [0.15, 0.43, 0.17], [0.10, -0.29, 0.32], [-0.25, 0.64, -0.15], [1.51, -0.14, -0.86], [-1.38, 1.02, -1.29], [1.50, -1.86, 0.61], [-2.77, 0.56, -3.02], [1.41, 0.48, 2.68], [-3.60, 0.76, -0.45], [0.32, 0.53, 0.23], [4.95, 0.38, -2.40], [-1.10, -0.65, 3.01], [0.03, 0.05, 0.66], [-1.13, 0.08, 0.03], [-0.31, -0.34, 0.48], [0.43, -0.50, 0.51], [0.14, -0.37, -0.17], [0.37, -0.43, 0.85], [-0.03, -0.50, -0.38], [-0.23, 0.69, -0.64], [0.36, 0.16, -0.12], [-0.47, 0.08, 0.28], [0.68, -0.96, 0.76], [-1.02, 0.20, 0.62], [-0.01, 0.14, -0.81], [0.02, 0.74, -0.63], [0.32, -0.13, 0.09]]}


(3)
{"formula": "C17H24ClN3O3", "method": "ωB97M-V/def2-TZVPD", "total_charge": 0, "gap_ev": 9.09, "lumo_ev": 0.464, "fmax_ev_per_a": 0.54, "homo_energy_ha": -0.3172, "energy_ha": -1512.4319, "symbols": ["C", "C", "H", "H", "O", "C", "O", "N", "C", "H", "C", "H", "H", "C", "N", "H", "C", "C", "N", "C", "O", "C", "C", "C", "C", "C", "C", "H", "H", "Cl", "H", "H", "H", "H", "H", "H", "H", "C", "C", "H", "H", "H", "H", "H", "H", "H", "H", "H"], "xyz": [[-0.97700, 1.03533, 6.99610], [-1.27856, 0.51115, 5.59896], [-1.97008, 1.18758, 5.08609], [-1.70227, -0.49497, 5.63787], [-0.09442, 0.37838, 4.81845], [0.35492, 1.51641, 4.23503], [-0.21278, 2.58212, 4.31529], [1.52217, 1.32874, 3.58118], [2.15113, 0.04666, 3.37137], [1.65544, -0.69698, 3.99328], [2.09113, -0.35993, 1.89726], [2.64192, -1.29467, 1.77877], [1.05444, -0.52716, 1.59737], [2.70486, 0.73768, 1.01049], [2.62397, 0.50742, -0.42066], [1.65136, 0.48826, -0.70876], [3.32796, -0.63154, -0.96738], [2.48254, -1.91251, -1.11707], [1.38283, -1.71480, -2.03266], [0.12505, -1.44867, -1.60330], [-0.18090, -1.43157, -0.42524], [-0.86796, -1.18150, -2.68604], [-1.93394, -0.33453, -2.39589], [-2.89248, -0.05169, -3.34909], [-2.79250, -0.63636, -4.60254], [-1.75148, -1.50258, -4.90204], [-0.79099, -1.77065, -3.94455], [0.00006, -2.46834, -4.17791], [-1.69864, -1.96414, -5.87560], [-3.98417, -0.29377, -5.80367], [-3.71330, 0.61094, -3.12497], [-1.99886, 0.09643, -1.40837], [1.61312, -1.56192, -3.00137], [2.04136, -2.19916, -0.16170], [3.11182, -2.72732, -1.48677], [4.19946, -0.84493, -0.34502], [3.68925, -0.34759, -1.96545], [2.00279, 2.06608, 1.30843], [2.08567, 2.40313, 2.79524], [1.52437, 3.31091, 3.02063], [3.13187, 2.54250, 3.09156], [0.95273, 1.98278, 1.02141], [2.45778, 2.86047, 0.71709], [3.77191, 0.83562, 1.25410], [3.20052, 0.12889, 3.68381], [-0.57011, 2.04121, 6.92910], [-0.25380, 0.39226, 7.49258], [-1.89174, 1.06229, 7.58162]], "forces_ev_per_angstrom": [[0.09, -0.10, -0.40], [-0.41, 0.22, 0.28], [0.07, -0.19, 0.06], [0.03, 0.13, -0.04], [0.28, 0.00, -0.19], [0.07, -0.10, 0.17], [-0.35, 0.25, 0.07], [0.12, -0.12, 0.01], [-0.02, -0.43, -0.04], [0.18, 0.07, -0.04], [0.26, 0.25, 0.11], [-0.02, -0.08, -0.04], [0.00, -0.06, -0.03], [-0.32, 0.04, 0.05], [-0.14, 0.09, -0.13], [0.03, 0.07, 0.00], [-0.20, -0.21, -0.16], [0.32, 0.15, 0.29], [0.19, 0.02, -0.20], [0.04, -0.12, -0.23], [-0.13, 0.11, 0.20], [-0.29, 0.04, -0.08], [0.16, -0.10, 0.02], [-0.02, -0.02, -0.09], [0.21, -0.10, 0.16], [-0.11, 0.07, -0.10], [0.00, 0.11, 0.17], [0.07, -0.06, -0.02], [-0.02, -0.03, -0.08], [-0.13, 0.04, -0.13], [-0.08, 0.06, -0.01], [-0.01, 0.02, 0.09], [-0.14, 0.03, 0.04], [0.12, -0.04, -0.09], [-0.04, 0.01, 0.06], [0.05, -0.01, -0.04], [0.12, -0.17, 0.07], [0.42, -0.12, 0.24], [-0.26, 0.32, -0.18], [0.17, -0.09, 0.00], [-0.03, 0.03, -0.01], [-0.10, 0.02, -0.04], [0.00, 0.01, -0.06], [-0.05, 0.04, 0.06], [-0.05, -0.06, 0.04], [0.00, 0.07, 0.04], [0.03, -0.06, 0.09], [-0.09, 0.01, 0.10]]}